Entry 1:
The following is a quantum chemistry calculation of a molecular structure, C6H17ClGaLuN4O2 in a non-equilibrium geometry, from the OMol25 dataset.

Atoms and positions in Å:
Lu 2.515 -1.742 -2.034
Ga 0.232 -0.337 -0.747
Cl -0.718 -1.133 -2.665
O 1.465 -1.638 -0.064
O -1.994 -0.616 2.707
N 2.494 1.502 1.062
N 2.883 3.205 -0.555
N 0.705 3.105 0.410
N -2.400 -2.106 0.958
C 1.408 1.306 -1.301
C -1.341 -3.124 0.710
C -3.326 -1.925 -0.197
C 1.848 2.234 -0.056
C -1.863 -0.831 1.471
C -1.163 0.315 0.605
H 0.834 1.960 -2.039
H 1.534 -2.327 -0.784
H -0.654 1.021 1.362
H -1.904 0.984 0.030
H -0.365 -2.861 1.245
H -3.650 -0.851 -0.389
H 2.519 3.759 -1.342
H 2.379 0.974 -1.841
H 3.761 2.719 -0.783
H -1.709 -4.101 1.209
H 2.694 2.184 1.821
H -4.289 -2.510 0.065
H -1.196 -3.393 -0.401
H -2.950 -2.407 -1.177
H 1.885 0.775 1.463
H 0.509 2.937 1.404
H -0.143 2.924 -0.148

Results
HOMO (eV): -14.607
HOMO-LUMO gap (eV): 2.8
Electronic energy (hartree): -4227.9511
Energy above the lowest of the compared OMol25 structures with the same formula, charge and spin (kJ/mol): 449.0
Charge: +2
Maximum force (hartree/bohr): 0.1203



Entry 2:
The following is a quantum chemistry calculation of a molecular structure, C28H30F3N8S2Sc in a non-equilibrium geometry, from the OMol25 dataset.

Atoms and positions in Å:
Sc -1.012 -0.296 1.957
S -1.906 1.710 0.625
S -2.496 -1.823 0.347
F -5.100 4.492 1.692
F -3.813 3.707 0.178
F -3.164 5.380 1.373
N 0.741 -0.450 0.571
N -2.027 -1.818 3.499
N 3.930 -1.139 -3.462
N -4.744 -0.531 0.599
N -2.094 1.305 3.175
N -3.773 -0.262 -1.450
N 4.825 0.538 -2.292
N 0.613 -0.333 3.686
C 5.651 0.249 -3.324
C -3.727 -0.789 -0.240
C 2.751 -0.361 -1.419
C 5.714 -1.295 -5.238
C -3.514 3.622 3.783
C 3.812 -0.300 -2.379
C -1.160 0.029 -4.704
C -1.836 -1.143 -2.713
C 7.506 0.294 -4.802
C -3.063 2.780 4.797
C 2.569 0.692 -0.506
C -2.144 0.981 -4.482
C 1.057 -1.675 4.147
C 6.929 -0.729 -5.570
C 1.577 0.611 0.439
C -1.003 -1.019 -3.813
C -2.837 -0.201 -2.505
C -0.047 -2.415 4.898
C -2.480 2.150 2.179
C 5.089 -0.807 -4.099
C -3.816 4.215 1.412
C 1.883 -1.456 -1.295
C -2.982 0.867 -3.390
C -3.250 3.295 2.468
C 6.889 0.798 -3.680
C -2.393 1.630 4.442
C -1.176 -2.920 4.007
C 0.924 -1.457 -0.309
H -5.560 -0.022 0.295
H -0.760 -3.442 3.141
H -2.067 0.930 5.205
H -3.743 1.615 -3.217
H -2.262 1.814 -5.157
H -4.809 -1.027 1.474
H -0.449 -1.782 5.695
H 1.927 -1.579 4.808
H 0.405 -3.281 5.382
H 8.464 0.688 -5.105
H -4.067 4.521 4.010
H 0.267 -2.314 -0.202
H 5.271 -2.080 -5.830
H -1.783 -3.633 4.577
H 7.453 -1.085 -6.444
H 1.358 -2.249 3.263
H -1.726 -1.982 -2.046
H 3.220 1.549 -0.566
H 1.431 1.436 1.137
H 1.979 -2.318 -1.937
H 3.267 -1.830 -3.772
H -2.500 -1.407 4.312
H -2.766 -2.272 2.948
H 7.333 1.578 -3.083
H -4.574 0.341 -1.626
H -0.238 -1.763 -3.983
H -0.522 0.110 -5.571
H 1.451 0.148 3.341
H 0.345 0.189 4.528
H -3.247 3.021 5.828

Results
HOMO (eV): -12.440
HOMO-LUMO gap (eV): 6.6
Electronic energy (hartree): -3379.4829
Energy above the lowest of the compared OMol25 structures with the same formula, charge and spin (kJ/mol): 73.6
Charge: +2
Maximum force (hartree/bohr): 0.0226



Entry 3:
The following is a quantum chemistry calculation of a molecular structure, C39H39BN8O3Pt in a non-equilibrium geometry, from the OMol25 dataset.

Atoms and positions in Å:
Pt 1.418 0.260 -0.091
O -3.481 -2.254 -0.060
O 0.071 -2.443 -1.181
O -1.350 0.234 0.062
N 2.834 -2.247 0.657
N 1.049 2.275 -0.354
N 1.808 -1.458 1.025
N 4.421 -0.399 0.047
N 2.252 -0.540 -1.931
N 3.118 -1.559 -1.754
N -4.039 -0.083 1.507
N 3.593 0.646 0.258
C -3.751 -3.520 -0.676
C 1.031 7.281 -0.811
C 0.843 4.957 -1.380
C 2.627 -1.504 -3.911
C 0.327 1.637 3.815
C -2.994 -2.272 1.201
C 2.829 -3.353 1.410
C 1.946 -0.501 -3.226
C -0.836 -2.996 -3.318
C -3.166 -1.119 1.969
C 5.697 1.383 0.354
C 3.363 -2.146 -2.932
C 0.958 6.278 -1.771
C -3.520 0.396 -0.894
C -3.600 0.761 -3.293
C 0.147 2.839 1.739
C -2.126 -2.147 3.864
C -2.378 -3.370 1.794
C -4.238 0.618 -2.049
C 5.694 0.027 0.100
C 4.347 1.726 0.433
C -2.203 0.768 -3.375
C 0.012 -4.764 -1.653
C -2.052 0.360 -0.947
C -4.286 0.396 0.328
C -0.229 -3.313 -1.974
C 0.795 4.638 -0.023
C -1.653 2.916 3.325
C -0.932 2.088 4.180
C -1.964 -3.306 3.113
C -2.732 -1.049 3.286
C 0.986 6.965 0.539
C 0.863 5.642 0.938
C 1.759 -3.289 2.285
C -1.450 0.595 -2.247
C -1.117 3.294 2.105
C 1.143 -2.075 1.994
C 0.705 3.222 0.399
C 0.873 2.014 2.593
B 3.854 -1.762 -0.393
H 4.723 -2.572 -0.523
H -2.623 3.290 3.626
H 1.122 8.314 -1.118
H -0.772 -5.408 -2.052
H -2.240 -4.282 1.232
H -2.892 -0.140 3.853
H 2.616 -1.710 -4.966
H -1.726 0.935 -4.332
H -4.373 -4.134 -0.024
H -2.825 -4.043 -0.910
H 1.049 7.747 1.282
H -4.199 0.902 -4.182
H -5.318 0.683 -2.009
H -4.728 0.178 2.205
H -1.924 -3.067 -3.231
H 0.788 4.169 -2.120
H 6.549 2.029 0.467
H 1.298 0.264 -3.617
H 1.870 1.691 2.326
H 0.281 -1.603 2.433
H 4.069 -2.957 -2.997
H -0.570 -1.988 -3.619
H 3.892 2.689 0.609
H 6.506 -0.665 -0.044
H -0.524 -3.710 -4.079
H -5.222 0.944 0.273
H -4.284 -3.296 -1.595
H 0.994 6.530 -2.822
H 3.599 -4.096 1.288
H -1.663 3.957 1.446
H 0.831 5.395 1.991
H -0.374 0.637 -2.264
H 0.899 1.012 4.487
H 0.944 -5.067 -2.140
H -1.503 -4.177 3.561
H -1.798 -2.107 4.893
H 1.484 -4.011 3.033
H 0.124 -4.898 -0.579
H -1.344 1.818 5.143

Results
HOMO (spin up / spin down) (eV): -12.997 / -13.418
HOMO-LUMO gap (spin up / spin down) (eV): 6.6 / 5.3
2S+1: 5
Electronic energy (hartree): -2316.9273
Energy above the lowest of the compared OMol25 structures with the same formula, charge and spin (kJ/mol): 50.4
Charge: +2
Maximum force (hartree/bohr): 0.0222



Entry 4:
The following is a quantum chemistry calculation of a single C6H15NO molecule in a non-equilibrium geometry, from the OMol25 dataset.

Atoms and positions in Å:
O 2.391 -2.116 -1.071
N -0.182 -1.405 1.445
C -0.405 -0.233 -0.757
C 0.519 -1.175 0.175
C -1.849 1.949 -0.512
C -0.723 1.113 0.190
C 0.610 1.812 0.480
C 1.156 -2.439 -0.548
H -1.245 0.862 1.123
H 1.151 -3.212 0.277
H -2.748 1.869 0.107
H -1.103 -1.753 1.226
H 1.158 1.394 1.345
H 0.573 2.848 0.827
H 1.405 -0.526 0.371
H 1.247 1.778 -0.394
H 0.150 0.131 -1.639
H 0.500 -2.837 -1.307
H -1.746 3.067 -0.530
H -0.227 -0.600 2.044
H -1.390 -0.649 -0.903
H -1.975 1.603 -1.563
H 2.731 -1.483 -0.385

Results
HOMO (eV): -9.158
SMILES: CC(C)C[C@@H](N)CO
HOMO-LUMO gap (eV): 10.1
Electronic energy (hartree): -367.5455
Energy above the lowest of the compared OMol25 structures with the same formula, charge and spin (kJ/mol): 225.3
Charge: 0
Maximum force (hartree/bohr): 0.0758



The highest maximum force belongs to which entry?
C6H17ClGaLuN4O2